No. 1
# C14H38BF4NO6V

A molecular structure, C14H38BF4NO6V at a distorted geometry (ωB97M-V with the def2-TZVPD basis set, the Open Molecules 2025 dataset).

Each line ends with the Mulliken charge.
Cartesian coordinates (Å):
1 V -15.90426 17.77850 -0.25678  0.920
2 B -17.49818 20.21897 0.05304  0.703
3 F -17.36068 21.47093 0.65668  -0.513
4 F -18.83951 20.00686 -0.18601  -0.352
5 F -16.85800 20.27185 -1.14215  -0.416
6 F -16.97758 19.15001 0.73746  0.499
7 C -14.10897 19.39820 4.17115  -1.517
8 C -13.82609 20.05184 2.87157  1.628
9 C -12.65378 21.06261 3.08598  -1.171
10 C -11.23318 20.46824 3.10371  -0.781
11 C -11.08790 19.57217 1.87967  -1.311
12 C -12.11801 18.38604 1.69142  1.120
13 N -13.51497 18.98599 1.86027  0.770
14 O -14.51052 18.00141 1.47866  -0.391
15 C -11.71580 17.20223 2.60609  -1.423
16 C -11.88709 18.10237 0.18209  -1.781
17 C -14.96745 20.97290 2.33533  -2.062
18 H -13.37793 18.71217 4.59900  0.320
19 H -14.93577 18.68881 4.20667  0.258
20 H -14.24166 20.09577 4.99813  0.449
21 H -12.79519 21.47679 4.08426  0.411
22 H -12.75779 21.85043 2.33991  0.471
23 H -11.11794 19.82171 3.97366  0.363
24 H -10.50631 21.27662 3.18303  0.439
25 H -10.10281 19.12026 1.76361  0.577
26 H -11.18231 20.24278 1.02558  0.446
27 H -12.35651 16.33751 2.43329  0.353
28 H -11.75393 17.44562 3.66788  0.346
29 H -10.70510 16.87774 2.35852  0.417
30 H -12.14666 18.87061 -0.54629  0.324
31 H -12.54709 17.28527 -0.10919  0.318
32 H -10.88618 17.71352 -0.00520  0.476
33 H -15.91734 20.44631 2.42764  0.233
34 H -14.83204 21.33062 1.31465  0.438
35 H -15.01905 21.93270 2.84935  0.481
36 C -18.83518 17.45542 -1.54309  -0.766
37 O -17.44393 17.69458 -1.75976  -0.156
38 H -19.04032 16.45165 -1.91522  0.335
39 H -19.10703 17.43687 -0.48770  0.289
40 H -19.52388 18.17103 -1.99218  0.310
41 H -17.29528 17.68594 -2.70814  0.223
42 C -14.31307 18.64533 -2.95469  -0.854
43 O -14.70576 18.92322 -1.58919  0.183
44 H -14.56832 19.51423 -3.56128  0.438
45 H -13.30013 18.26393 -3.08350  0.305
46 H -14.88498 17.78851 -3.31087  0.258
47 H -14.43819 19.83803 -1.47463  0.166
48 C -20.33264 23.25611 0.46022  -0.368
49 O -19.78214 22.85286 1.71332  -0.551
50 H -20.35788 22.38113 -0.18929  0.067
51 H -21.36903 23.52882 0.65929  0.281
52 H -19.63805 23.96750 0.01349  0.222
53 H -19.04590 22.25894 1.54956  0.316
54 C -17.24739 16.50975 2.33185  -0.680
55 O -17.21448 16.47846 0.88366  -0.216
56 H -17.89109 17.34491 2.60802  0.214
57 H -17.86118 15.69055 2.70638  0.473
58 H -16.25204 16.54535 2.77469  0.162
59 H -17.55731 15.62015 0.62411  0.340
60 C -17.43604 22.69625 -3.12709  -0.310
61 O -17.84269 23.91941 -3.68029  -0.538
62 H -17.75968 22.53347 -2.09905  0.028
63 H -17.81775 21.87075 -3.72788  0.252
64 H -16.38767 22.53366 -2.87689  0.224
65 H -18.77161 23.97968 -3.91498  0.315

For the total energy, the calculation gives -2430.159163 a.u. The HOMO-LUMO gap (alpha / beta) comes out at 2.44 / 3.89 eV. As for the spin multiplicity: 4. As for the max |F|: 6.035 eV/Å. Its total charge is +2.

No. 2
# C14H38FLi2N3O4

A molecular structure, C14H38FLi2N3O4 at a distorted geometry (ωB97M-V with the def2-TZVPD basis set, the Open Molecules 2025 dataset).

Each line ends with the Mulliken charge.
Cartesian coordinates (Å):
1 Li 4.84390 -1.98712 1.29781  0.914
2 Li 1.59367 0.59814 -1.39743  0.908
3 F 2.55904 0.60442 1.75763  -0.932
4 C 3.50582 -4.46851 -5.12976  -0.869
5 C 4.23217 -4.13617 -3.81868  -0.338
6 O 3.67223 -3.10927 -3.03002  -0.924
7 H 2.47904 -4.70661 -4.85205  0.230
8 H 3.96347 -5.33714 -5.60320  0.300
9 H 3.43648 -3.58418 -5.76321  0.244
10 H 5.20835 -3.75719 -4.12122  0.186
11 H 4.48986 -5.01448 -3.22685  0.238
12 C -1.24798 3.25250 6.14517  -1.219
13 C -1.43210 4.44622 5.13526  0.375
14 C -0.54213 5.72207 5.45953  -0.884
15 O -0.87286 6.66935 4.56619  -0.360
16 C 0.09733 7.68169 4.39289  -0.755
17 N -1.10232 3.99377 3.71040  -0.697
18 H -0.36495 2.65016 5.93175  0.348
19 H -2.15901 2.65407 6.14248  0.287
20 H -0.84541 3.57569 7.10517  0.348
21 H -2.43649 4.86031 5.22370  0.263
22 H 0.52704 5.58323 5.61985  0.463
23 H -0.86790 6.08084 6.43587  0.376
24 H -0.26583 8.48109 3.74698  0.238
25 H 0.98315 7.23790 3.93852  0.320
26 H 0.39769 8.06211 5.36919  0.325
27 H -0.21973 3.50668 3.64825  0.279
28 H -0.89063 4.91885 3.36472  0.296
29 C -1.56924 3.12042 -4.31371  -1.534
30 C -0.43312 2.18797 -4.67143  0.233
31 C 0.93995 2.85673 -4.44986  -0.609
32 O 1.15941 3.27956 -3.15680  -0.300
33 C 2.43854 3.90220 -3.06808  -0.821
34 N -0.51684 1.06241 -3.73402  -0.599
35 H -1.55076 4.04128 -4.89661  0.348
36 H -1.57585 3.32669 -3.24343  0.359
37 H -2.61104 2.86392 -4.50594  0.407
38 H -0.63552 1.78860 -5.66523  0.325
39 H 0.99069 3.68178 -5.16036  0.427
40 H 1.68497 2.10022 -4.69632  0.388
41 H 2.39077 4.44337 -2.12312  0.288
42 H 2.47428 4.66532 -3.84556  0.332
43 H 3.34706 3.30135 -3.02714  0.325
44 H -1.44129 0.65562 -3.73081  0.219
45 H 0.11836 0.36541 -4.09571  0.252
46 C -3.66924 -5.46892 1.63211  -1.328
47 C -2.22881 -5.10013 1.30583  0.589
48 C -1.51740 -6.05839 0.36565  -0.785
49 O -0.93909 -6.99462 1.23992  -0.356
50 C -0.81010 -8.32474 0.78130  -0.732
51 N -2.36290 -3.85882 0.59045  -0.761
52 H -4.34375 -5.87068 0.87599  0.301
53 H -4.01493 -4.56268 2.12942  0.342
54 H -3.80079 -6.13503 2.48480  0.355
55 H -1.58957 -4.95885 2.17731  0.243
56 H -0.67891 -5.62700 -0.18110  0.397
57 H -2.15807 -6.41280 -0.44183  0.355
58 H -0.17790 -8.69690 1.58748  0.219
59 H -0.31857 -8.19798 -0.18328  0.356
60 H -1.76336 -8.85262 0.80826  0.268
61 H -2.04671 -3.07462 1.14285  0.284
62 H -1.53213 -3.92647 0.02006  0.254

The calculation puts the energy relative to the best compared isomer or geometry (same formula, charge and spin) at 0.0 kcal per mole. For the total energy, the calculation gives -1136.046077 a.u. The HOMO-LUMO gap comes out at 3.54 eV. As for the max |F|: 3.503 eV/Å. Its total charge is 0.

No. 3
# C14H38N2O16S4

6 unconnected molecules or ions with the total composition C14H38N2O16S4 at a distorted geometry (ωB97M-V with the def2-TZVPD basis set, the Open Molecules 2025 dataset).

Each line ends with the Mulliken charge.
Cartesian coordinates (Å):
1 C 1.22853 5.66251 4.04413  -1.119
2 C 0.99605 4.19062 3.76936  -0.415
3 O 0.17506 3.96279 2.61822  -0.108
4 S -1.39319 3.72117 2.90033  1.186
5 C -1.34865 2.03249 3.51486  -0.698
6 O -1.83202 4.63528 3.91091  -0.666
7 O -2.03161 3.74881 1.61790  -0.597
8 H 1.94013 6.01049 3.29117  0.298
9 H 1.66730 5.76083 5.03588  0.351
10 H 0.33950 6.27651 3.92661  0.292
11 H 1.95486 3.71174 3.55469  0.383
12 H 0.62789 3.64118 4.64240  0.334
13 H -0.41070 1.56309 3.20889  0.078
14 H -2.15952 1.46911 3.06432  0.261
15 H -1.29760 2.01735 4.60077  0.443
16 C -5.37038 -4.43680 2.27262  -1.276
17 C -5.22387 -3.33689 1.23945  -0.169
18 O -4.55010 -2.20449 1.78433  -0.296
19 S -3.36955 -1.48820 0.93136  1.216
20 C -4.44034 -0.33132 0.06363  -0.834
21 O -2.55496 -0.70226 1.80701  -0.535
22 O -2.86601 -2.47143 0.01148  -0.647
23 H -4.41935 -4.89812 2.54557  0.301
24 H -6.06447 -5.18135 1.88497  0.377
25 H -5.75474 -4.06355 3.22411  0.317
26 H -4.78860 -3.74601 0.32980  0.347
27 H -6.23181 -2.98450 0.99316  0.284
28 H -4.60741 -0.68022 -0.95213  0.303
29 H -3.81052 0.55372 -0.03178  0.132
30 H -5.34451 -0.12785 0.62133  0.436
31 C -1.74010 -1.74535 -3.44229  -0.981
32 C -0.56916 -0.87610 -3.01956  -0.025
33 O -0.98499 0.14109 -2.07789  -0.055
34 S -1.71123 1.46220 -2.65330  1.189
35 C -1.29180 2.40454 -1.20521  -0.462
36 O -1.08276 1.94712 -3.84388  -0.680
37 O -3.13496 1.32500 -2.60086  -0.605
38 H -2.28962 -1.29277 -4.26686  0.333
39 H -2.37273 -2.00847 -2.59688  0.140
40 H -1.36462 -2.69294 -3.84308  0.402
41 H 0.21948 -1.48675 -2.58762  -0.165
42 H -0.17389 -0.32126 -3.87323  0.468
43 H -0.24932 2.25800 -0.94953  0.012
44 H -1.87280 1.98063 -0.38893  -0.007
45 H -1.61102 3.42608 -1.38689  0.494
46 C 2.69780 -3.14657 -3.35179  -0.904
47 C 3.68860 -4.27511 -3.34892  -0.427
48 O 4.89175 -3.75183 -2.73498  -0.298
49 S 5.85609 -4.78819 -1.99669  1.241
50 C 4.93102 -5.18409 -0.53087  -0.924
51 O 5.94371 -5.96727 -2.80588  -0.634
52 O 7.03712 -4.07817 -1.64518  -0.624
53 H 2.97255 -2.34144 -4.03183  0.311
54 H 2.62067 -2.73980 -2.33876  0.154
55 H 1.65465 -3.39836 -3.55773  0.389
56 H 3.29771 -5.13443 -2.79497  0.383
57 H 4.02292 -4.66802 -4.30892  0.329
58 H 5.61905 -5.18101 0.31320  0.379
59 H 4.53092 -6.18975 -0.62642  0.338
60 H 4.15397 -4.45325 -0.32422  0.277
61 C 1.05931 -0.18067 0.93831  -0.265
62 N 2.20386 -0.05360 1.88053  1.053
63 O 1.93880 0.46223 2.95074  -0.582
64 O 3.28130 -0.50844 1.57297  -0.594
65 H 1.27908 -0.77022 0.05777  0.052
66 H 0.80264 0.85019 0.70110  0.036
67 H 0.24625 -0.62309 1.50845  0.267
68 C 2.94001 5.80555 -1.25935  -0.845
69 N 1.63569 5.30545 -0.73903  0.855
70 O 0.85916 6.14058 -0.32969  -0.513
71 O 1.46737 4.10494 -0.68909  -0.450
72 H 3.23431 6.66715 -0.66670  0.320
73 H 2.66218 6.28253 -2.20317  0.305
74 H 3.64164 4.98892 -1.32822  0.330

The calculation puts the energy relative to the best compared isomer or geometry (same formula, charge and spin) at 6.0 kcal per mole. For the total energy, the calculation gives -3462.057363 a.u. The HOMO-LUMO gap comes out at 11.20 eV. The SMILES is CCOS(C)(=O)=O.CCOS(C)(=O)=O.CCOS(C)(=O)=O.CCOS(C)(=O)=O.C[N+](=O)[O-].C[N+](=O)[O-]. As for the max |F|: 2.862 eV/Å. Its total charge is 0.

Among the records above, which one has the lowest max |F|?
C14H38N2O16S4

Number 3 is which compound?
C14H38N2O16S4

Which of these has the lowest max |F|?
C14H38N2O16S4

What is the total charge in the second record?
0